This record from the Open Molecules 2025 dataset describes a structure of composition C27H51N2O2P3Ti in a non-equilibrium geometry. The level of theory is ωB97M-V with the def2-TZVPD basis set.

CARTESIAN COORDINATES (ANGSTROEM)
Ti  0.96917  -0.35221  -1.20457
P  -1.09482  1.45136  -1.63620
P  -0.71172  -0.15841  1.23839
P  -3.87559  -4.02085  -1.50535
O  0.22273  -2.20066  -0.97966
O  1.50722  4.39395  1.63588
N  3.42274  4.35800  2.93743
N  2.29146  0.93060  -0.28859
C  2.75940  6.70828  2.35222
C  1.46737  -0.18321  -3.05354
C  -2.13431  0.93448  -3.05628
C  -0.41426  3.01943  -2.30902
C  3.42606  0.23532  -0.02597
C  0.08255  -3.29188  -1.70920
C  3.09373  2.70653  1.11558
C  4.46549  0.76821  0.72469
C  -0.66080  -3.25703  -2.89792
C  2.51858  2.77629  4.68829
C  3.22389  5.72783  3.41238
C  -1.05790  -5.62668  -2.65530
C  -4.66460  -4.85168  -2.87883
C  -4.33789  -2.30121  -1.29180
C  0.54773  -4.52248  -1.19133
C  -0.63665  -1.91828  1.75353
C  -1.21535  -4.43578  -3.39240
C  -3.83413  -4.98274  -0.00734
C  -2.36838  0.26576  1.95186
C  2.28023  -1.28183  -2.60118
C  2.17599  2.20549  0.19946
C  -0.11239  -5.66926  -1.61082
C  0.32447  0.65467  2.52203
C  2.60252  3.88668  1.91558
C  3.72771  3.42858  4.04485
C  4.30867  2.02407  1.32531
C  -2.44239  2.15876  -0.58750
H  -5.05420  -2.27346  -0.46091
H  0.13148  -6.61914  -1.15054
H  2.10564  -2.28524  -2.98573
H  -2.31263  1.26007  2.40945
H  5.09047  2.47631  1.90898
H  0.17057  2.80185  -3.20939
H  -4.72853  -4.21175  -3.77175
H  -1.02778  -2.27153  -3.24879
H  0.59193  1.66806  2.19631
H  -0.82564  -2.55562  0.88944
H  1.88544  0.83177  -2.83793
H  2.51378  5.71765  4.25226
H  -2.07038  2.40214  0.41419
H  -2.49194  -3.88889  -1.58462
H  4.18622  6.04863  3.83865
H  0.36121  -2.13364  2.14145
H  1.29364  -4.49207  -0.39228
H  -2.60470  -0.46292  2.73222
H  -5.68590  -5.12155  -2.55417
H  -1.75114  -4.37782  -4.32948
H  -4.51924  -5.83096  -0.11569
H  3.49130  -0.73852  -0.50618
H  -2.94810  0.28453  -2.71013
H  -1.64931  -6.49616  -2.92732
H  -3.27588  1.44696  -0.52680
H  4.40491  2.65624  3.68340
H  3.22783  6.52101  1.37367
H  0.82021  -0.29999  -3.92980
H  -1.52678  0.41239  -3.80431
H  5.36755  0.18399  0.83527
H  1.30694  2.78439  -0.12658
H  2.85649  2.03222  5.41928
H  3.04180  7.71759  2.67382
H  -2.80298  -5.35508  0.14347
H  -4.14317  -4.32071  0.81836
H  1.87374  2.25400  3.96431
H  -2.78776  3.07831  -1.07615
H  1.23156  0.06376  2.69746
H  -0.26470  0.72156  3.44543
H  1.91718  3.52199  5.22713
H  -2.55636  1.85085  -3.48977
H  3.35672  -1.18141  -2.44286
H  4.27280  4.01280  4.79282
H  -4.79701  -1.91802  -2.21623
H  0.20311  3.52737  -1.56217
H  1.66583  6.66942  2.25689
H  -1.28637  3.63927  -2.55482
H  -3.14484  0.24368  1.17976
H  -3.44374  -1.70601  -1.05228
H  -4.13952  -5.76612  -3.18638
H  -1.38628  -2.10226  2.52436

## Properties
DFT total energy: -86856.9204 eV
Spin multiplicity: 2
Net charge: +3
Expectation value of S²: 0.763
Relative energy (zero: lowest compared OMol25 entry of this formula, charge and spin): 1.918 eV
E_LUMO (spin up / spin down): -9.57 / -10.98 eV
Gap between HOMO and LUMO (spin up / spin down): 0.2226 / 0.1707 hartree

These are the Löwdin partial charges, in e, on atoms 1 to 2:
1. Ti 0.906
2. P 0.782